1.
Formula: C30H49BClF8N7O8S
Source: the Open Molecules 2025 dataset
Level of theory: ωB97M-V/def2-TZVPD

Geometry as XYZ:
```
105
Properties=species:S:1:pos:R:3:lowdin_charge:R:1
C -6.436 -1.772 -0.080 -0.35
H 3.105 5.145 -3.619 0.08
C -4.255 3.454 2.142 -0.01
O 1.362 2.969 0.983 0.12
H 8.495 -3.293 1.435 0.08
F -7.643 -1.833 1.954 0.14
O 0.119 3.058 -1.016 0.14
H 8.563 -4.963 2.038 0.07
N -0.984 -1.714 -2.279 -0.21
H 0.803 3.562 1.487 0.10
H 2.419 -2.739 2.874 0.06
H -3.066 7.515 -6.080 0.08
C -0.526 7.570 -8.073 -0.56
H 6.414 -4.549 0.881 0.14
H 4.253 -7.987 4.232 0.08
F -6.873 -0.792 -0.901 0.14
H 3.080 5.789 -1.971 0.08
F -4.986 -2.139 -1.861 0.14
C -0.524 -1.280 -1.112 -0.30
C -0.374 -2.050 0.075 -0.11
H 1.371 -4.149 2.845 0.08
H -5.022 2.789 2.534 0.07
C 0.594 7.856 -3.766 -0.02
H 5.933 -9.918 1.353 0.08
H -2.483 -2.755 1.239 0.12
H -2.411 3.862 4.894 0.14
H -4.666 4.458 2.030 0.09
H 6.305 -2.489 3.940 0.09
H -0.578 -2.848 2.674 0.10
C 4.923 -8.760 3.853 -0.07
H 5.109 -8.393 0.955 0.09
F -5.715 0.921 1.124 0.11
O -0.966 6.162 -3.130 0.02
C 0.450 -0.062 1.181 -0.48
H -0.316 8.405 -3.991 0.08
H -4.724 3.693 5.808 0.08
O 0.537 8.160 -8.192 0.02
H -5.301 4.305 4.254 0.07
H 1.186 7.754 -4.678 0.08
H -2.188 6.010 -5.787 0.08
O -3.215 -3.716 -0.418 -0.09
H -0.606 7.898 -6.117 0.10
H 2.853 6.874 -3.350 0.07
H -1.337 5.864 -9.106 0.08
N -1.124 7.458 -6.860 0.02
C 1.565 -3.184 2.392 -0.08
C 6.079 -8.860 1.132 -0.01
H 1.164 8.418 -3.027 0.09
C -0.185 0.112 -1.098 -0.30
C 5.799 -3.454 3.973 -0.01
H -2.213 7.382 -9.398 0.08
H 8.156 -3.636 3.138 0.07
H -2.830 6.362 -7.400 0.07
H -2.330 -4.491 1.307 0.13
C -4.533 -3.491 -0.017 -0.11
S -0.966 -0.441 -3.271 1.03
H 1.818 -3.359 1.357 0.07
C 6.801 -8.171 2.265 -0.55
F -5.495 -1.576 2.118 0.15
C -1.227 6.938 -9.253 -0.01
C 0.301 0.752 0.084 -0.03
H 6.406 -4.156 4.547 0.08
H -0.823 2.914 -1.145 0.11
H -4.361 5.357 5.320 0.08
F -7.077 0.547 2.784 0.10
H -0.629 7.113 -10.142 0.08
H -0.177 -4.138 0.533 0.11
O 7.881 -7.624 2.108 0.02
Cl 1.053 0.574 2.675 0.80
H -0.937 -3.782 -1.010 0.11
C 0.207 6.493 -3.237 -0.55
H 5.067 -9.508 4.635 0.08
N 1.209 5.651 -2.894 0.02
C -6.568 -1.240 1.388 -0.37
C 2.639 5.884 -2.965 -0.07
H -4.661 -3.541 1.063 0.14
C -6.820 0.261 1.484 -0.30
F -7.233 -2.835 -0.240 0.16
H 6.682 -8.769 0.234 0.08
H 0.890 4.757 -2.546 0.12
C -3.060 3.465 3.058 -0.55
H 0.451 -1.618 3.302 0.05
C 8.043 -4.007 2.126 -0.07
C -2.258 -3.633 0.638 -0.18
H -5.180 -4.248 -0.446 0.15
O -1.956 3.109 2.678 0.03
N 6.641 -4.199 1.798 0.02
B 0.611 2.318 0.039 -0.63
C 0.315 -2.274 2.460 -0.22
C -4.996 -2.141 -0.506 -0.43
C 5.555 -3.978 2.576 -0.55
C -4.478 4.333 4.960 -0.07
F -4.169 -1.153 -0.115 0.14
H 6.729 -7.700 4.195 0.14
N -3.249 3.882 4.335 0.01
N -0.402 0.674 -2.290 -0.24
C -0.865 -3.480 0.027 -0.08
H 4.455 -9.236 2.999 0.07
C 0.122 -1.469 1.210 -0.18
C -2.372 6.797 -6.519 -0.07
H -3.941 3.094 1.168 0.08
O 4.426 -4.198 2.160 0.02
N 6.198 -8.175 3.482 0.01
H 4.841 -3.331 4.469 0.08
H -7.675 0.581 0.901 0.17
```

Relative energy (zero: lowest compared OMol25 entry of this formula, charge and spin) (kcal per mole): 0.0
HOMO level (eV): -8.53
E_tot (eV): -104494.035
Spin multiplicity: 1
Charge: 0
Kohn-Sham gap (eV): 8.2

***

2.
Formula: C36H41AlN9S
Source: the Open Molecules 2025 dataset
Level of theory: ωB97M-V/def2-TZVPD

Geometry as XYZ:
```
88
Properties=species:S:1:pos:R:3:lowdin_charge:R:1
C 0.565 1.330 1.928 -0.12
C 3.522 0.562 -1.591 -0.12
H 5.239 0.765 -2.829 0.11
C -4.277 1.350 -0.041 -0.06
N 1.639 0.353 -0.034 0.06
C -2.021 -2.031 1.849 -0.14
C 1.300 1.501 -4.087 -0.16
H -0.485 -3.728 3.328 0.07
H -4.116 0.518 -0.728 0.07
C -0.270 -0.016 5.365 -0.05
N -1.340 1.215 -2.265 0.12
C 0.237 3.776 1.554 -0.05
C -3.218 2.784 1.727 -0.08
C -1.935 -0.755 1.166 -0.28
H -2.191 -4.096 1.495 0.12
C 4.891 0.652 -1.809 -0.01
C -0.235 -3.807 2.269 -0.08
C -1.394 -3.347 1.378 -0.37
C -0.087 4.539 0.455 -0.05
C -3.511 -1.129 3.571 -0.16
H 7.606 1.810 -1.144 0.07
N 0.132 -1.111 -2.232 0.26
N -1.105 -0.500 0.182 0.07
C 2.117 0.669 -4.866 -0.07
C 2.969 0.472 -0.291 -0.19
C 0.348 0.130 4.002 -0.26
C -0.249 3.613 -0.583 -0.10
H 5.970 0.645 1.357 0.11
H -2.773 -3.127 3.510 0.10
H 1.293 -1.790 4.016 0.11
C 0.091 1.250 3.226 0.02
H -3.118 3.676 1.103 0.07
H -0.197 5.608 0.414 0.09
C 3.939 0.546 0.743 -0.01
Al -0.142 0.437 -0.932 -0.10
C 1.102 -0.893 3.438 -0.04
H 0.030 -4.847 2.053 0.07
H -4.451 2.251 -0.637 0.07
H -5.175 1.139 0.546 0.07
H -4.208 0.864 3.213 0.09
H 0.644 -3.189 2.085 0.04
C -0.554 -1.594 -3.028 -0.20
C -2.759 -2.155 3.019 -0.11
N 2.706 0.637 -2.755 -0.09
N 0.256 2.489 1.160 -0.02
H -0.021 -1.717 -5.456 0.08
H -1.759 -3.115 -0.745 0.06
H 7.872 0.330 -0.229 0.07
C 5.296 0.608 0.508 -0.06
C -2.848 0.255 1.692 -0.16
C 3.003 0.126 -3.965 -0.08
H 3.595 0.536 1.766 0.10
H -4.199 2.829 2.207 0.06
H -2.919 -2.080 -2.509 0.09
C 1.546 -0.819 2.130 -0.03
C -2.734 -2.429 -3.522 -0.03
H -0.116 -2.758 -0.270 0.05
H 3.807 -0.576 -4.090 0.12
H 0.452 2.086 -4.396 0.10
H 2.089 -1.641 1.682 0.12
C -3.066 1.516 0.885 -0.39
H 7.577 0.253 -1.965 0.07
H -0.512 3.762 -1.616 0.11
N -1.393 -2.028 -3.926 -0.16
H -0.943 -3.233 -5.590 0.09
H -4.070 -1.268 4.488 0.07
H 0.319 -0.684 5.994 0.07
H -2.195 1.630 0.237 0.07
H -0.542 2.039 3.615 0.11
N 1.656 1.472 -2.811 0.09
C -3.567 0.065 2.852 -0.09
H 2.064 0.491 -5.926 0.08
H -2.846 -3.516 -3.562 0.09
C 1.278 0.287 1.333 -0.25
C 7.294 0.767 -1.045 -0.07
H -0.667 -4.455 -0.323 0.07
C -0.952 -3.424 -0.080 -0.10
C -0.995 -2.176 -5.313 -0.03
C 5.817 0.647 -0.781 -0.31
H 0.452 4.047 2.572 0.13
H -0.353 0.948 5.869 0.07
N -0.023 2.387 -0.143 0.05
H -2.463 2.830 2.516 0.06
S -3.158 1.345 -4.379 0.48
H -1.723 -1.670 -5.948 0.09
C -2.114 1.259 -3.139 -0.90
H -1.275 -0.433 5.274 0.07
H -3.452 -1.954 -4.191 0.08
```

Relative energy (zero: lowest compared OMol25 entry of this formula, charge and spin) (kcal per mole): 13.1
HOMO level (eV): -2.42
E_tot (eV): -68844.991
Spin multiplicity: 1
Charge: -1
Kohn-Sham gap (eV): 4.9